Formula: C7H15N3O2
Source: the OMol25 dataset
Level of theory: wB97M-V/def2-TZVPD

Bonds (Å) are listed after each position.
Geometry (Å):
1 C -2.749 -0.474 1.903  C2 1.517, H8 1.093, H9 1.100, H10 1.090
2 C -2.513 -1.287 0.644  C1 1.517, C3 1.535, C4 1.533, H11 1.112
3 C -2.235 -2.754 0.996  C2 1.535, H12 1.098, H13 1.103, H14 1.106
4 C -1.480 -0.972 -0.443  C2 1.533, C5 1.508, H15 1.088, N23 1.516
5 C -1.771 -0.394 -1.805  C4 1.508, H16 1.098, H17 1.094, N23 1.440
6 C 2.964 1.631 -0.665  C7 1.484, N24 1.360, O26 1.209
7 C 1.809 0.953 -0.026  C6 1.484, H21 1.105, N25 1.253
8 H -3.687 -0.785 2.370  C1 1.093
9 H -2.886 0.597 1.693  C1 1.100
10 H -1.964 -0.686 2.629  C1 1.090
11 H -3.491 -1.249 0.115  C2 1.112
12 H -2.935 -3.155 1.741  C3 1.098
13 H -1.225 -2.872 1.421  C3 1.103
14 H -2.316 -3.393 0.097  C3 1.106
15 H -0.441 -0.974 -0.120  C4 1.088
16 H -0.932 0.119 -2.293  C5 1.098
17 H -2.751 0.088 -1.875  C5 1.094
18 H -2.673 -2.189 -1.698  N23 1.022
19 H 4.420 1.423 -2.005  N24 1.005
20 H 3.313 0.071 -2.004  N24 1.002
21 H 1.404 0.019 -0.455  C7 1.105
22 H 0.190 1.031 2.508  O27 0.986
23 N -1.718 -1.827 -1.672  C4 1.516, C5 1.440, H18 1.022
24 N 3.657 0.917 -1.592  C6 1.360, H19 1.005, H20 1.002
25 N 1.369 1.420 1.051  C7 1.253, O27 1.369
26 O 3.309 2.745 -0.341  C6 1.209
27 O 0.275 0.776 1.559  H22 0.986, N25 1.369

Calculated values
Calculated total energy, a.u.: -590.36352
HOMO energy, eV: -9.31
SMILES: CC(C)[C@@H]1CN1.NC(=O)/C=N/O